[1]
The following is a DFT calculation (wB97M-V/def2-TZVPD) of a molecular structure, C27H22NO4S4Ti at a distorted geometry.

Geometry as ORCA input:
```
! RIJCOSX wB97M-V def2-TZVPD def2/J DEFGRID3
* xyz 0 2
Ti -0.0963 0.2887 0.0296
S -0.5896 -3.2937 -2.4783
C 0.0490 -2.1150 -3.5691
C 0.2463 -2.2228 -4.9433
C 0.7491 -1.1227 -5.6085
C 1.0394 0.0568 -4.9116
C 0.8442 0.1485 -3.5479
C 0.3479 -0.9571 -2.8681
N 0.1026 -1.0446 -1.4846
C -0.4042 -2.2043 -1.1684
C -0.7673 -2.4873 0.2297
C -1.2815 -3.7102 0.6481
C -1.5739 -3.8938 1.9880
C -1.3662 -2.8519 2.8866
C -0.8731 -1.6341 2.4448
C -0.5386 -1.4146 1.1030
H 0.0080 -3.1365 -5.4734
H 0.9067 -1.1705 -6.6796
H 1.4127 0.9187 -5.4523
H 1.0243 1.0700 -3.0116
H -1.4675 -4.5107 -0.0652
H -1.9739 -4.8396 2.3328
H -1.6139 -2.9933 3.9334
H -0.7560 -0.8285 3.1597
O 1.7530 0.6692 0.2754
S 2.2867 2.1068 0.5563
C 3.4706 2.3809 -0.7792
C 4.4521 1.2708 -1.0062
C 5.8000 1.4821 -0.7263
C 6.7317 0.4665 -0.9025
C 6.3148 -0.7810 -1.3505
C 4.9703 -0.9975 -1.6349
C 4.0459 0.0245 -1.4756
C 3.4979 1.8094 1.9215
C 3.4029 0.4182 2.4815
C 2.3600 0.0694 3.3348
C 2.2867 -1.2071 3.8655
C 3.2524 -2.1519 3.5415
C 4.2833 -1.8162 2.6726
C 4.3572 -0.5334 2.1429
H 3.9699 3.3079 -0.4815
H 2.8441 2.5909 -1.6439
H 6.1283 2.4569 -0.3758
H 7.7776 0.6498 -0.6877
H 7.0361 -1.5783 -1.4880
H 4.6360 -1.9690 -1.9812
H 3.0043 -0.1516 -1.7171
H 3.2408 2.5596 2.6698
H 4.4934 2.0095 1.5307
H 1.5977 0.8031 3.5782
H 1.4750 -1.4679 4.5350
H 3.2016 -3.1471 3.9683
H 5.0327 -2.5526 2.4043
H 5.1601 -0.2723 1.4585
O -2.5010 3.1944 0.2639
S -1.3870 2.3733 -0.0650
O -1.7697 1.0117 -0.6653
O -0.5808 1.8976 1.1483
S -0.0691 3.1331 -1.3429
*
```


[2]
The following is a DFT calculation (wB97M-V/def2-TZVPD) of a molecular structure, C27H23AgN3O2S5.

Geometry as ORCA input:
```
! RIJCOSX wB97M-V def2-TZVPD def2/J DEFGRID3
* xyz -1 1
Ag -1.6655 -0.4560 -0.4706
S -2.6505 -2.2935 0.9926
C -1.2796 -3.3664 1.1201
C -1.5091 -4.5875 1.7664
C -0.5236 -5.5426 1.9608
C -0.8435 -6.7641 2.6319
N -1.1196 -7.7446 3.1692
C 0.7746 -5.2841 1.4899
C 1.0213 -4.0806 0.8458
C 0.0401 -3.1065 0.6415
S 0.5601 -1.6639 -0.2001
C 1.8350 -6.2271 1.6554
N 2.7029 -6.9718 1.7929
H -2.5081 -4.7858 2.1307
H 2.0192 -3.8797 0.4794
O -0.9355 1.6928 -1.9247
S -0.1827 2.6232 -2.8073
C 0.0954 4.1109 -1.7936
C 0.8637 3.9338 -0.4863
C 0.2086 3.0211 0.5560
C -1.0206 3.6588 1.1873
S -2.1623 2.4951 1.9917
O -2.5907 1.5432 0.9322
C -0.9534 1.6682 3.0320
C -0.3392 2.3723 4.0627
C 0.6162 1.7384 4.8373
C 0.9427 0.4082 4.5873
C 0.3030 -0.2876 3.5764
C -0.6599 0.3391 2.7932
C 1.5017 2.0143 -2.8720
C 1.8106 0.8892 -2.1296
C 3.1062 0.3893 -2.1735
C 4.0676 1.0216 -2.9455
C 3.7413 2.1484 -3.6947
C 2.4484 2.6443 -3.6707
H -0.9207 4.4746 -1.6227
H 0.5883 4.8354 -2.4480
H 0.9940 4.9373 -0.0624
H 1.8693 3.5694 -0.7082
H 0.9387 2.7914 1.3345
H -0.0836 2.0748 0.1035
H -1.6624 4.1313 0.4390
H -0.7671 4.4235 1.9274
H -0.6024 3.4061 4.2582
H 1.1057 2.2784 5.6381
H 1.6931 -0.0847 5.1922
H 0.5420 -1.3235 3.3718
H -1.1748 -0.2180 2.0191
H 1.0450 0.4049 -1.5389
H 3.3345 -0.5031 -1.6055
H 5.0761 0.6294 -2.9789
H 4.4923 2.6310 -4.3071
H 2.1776 3.5053 -4.2716
S -3.7372 -1.3077 -4.9524
C -3.7645 -2.6570 -3.8974
C -3.1978 -2.3275 -2.7091
N -2.7480 -1.0363 -2.6283
C -2.9697 -0.3889 -3.7270
H -4.1842 -3.6042 -4.1898
H -3.0795 -2.9541 -1.8352
H -2.6795 0.6418 -3.8657
*
```

Energy above the lowest of the compared OMol25 structures with the same formula, charge and spin, kcal/mol: 13.7


[3]
The following is a DFT calculation (wB97M-V/def2-TZVPD) of a molecular structure, C27H23BrIN5O3SV at a distorted geometry.

Geometry as ORCA input:
```
! RIJCOSX wB97M-V def2-TZVPD def2/J DEFGRID3
* xyz 1 1
V -0.2470 -0.3037 0.1190
C 3.8846 2.9044 3.7291
C 3.8957 1.6267 2.9071
N 2.6748 0.8362 3.0465
C 1.5351 0.9868 2.3638
S 1.5762 2.2100 1.0794
N 0.5008 0.3175 2.8396
N -0.5884 0.1809 2.0185
C -1.7974 0.3451 2.4287
C -2.1741 0.7902 3.7974
C -2.8064 0.0295 1.3848
C -4.1664 0.0822 1.6336
C -5.0489 -0.3682 0.6640
C -4.5518 -0.8793 -0.5233
C -3.1868 -0.8652 -0.7286
N -2.3267 -0.3849 0.1778
H 4.8625 3.3838 3.6833
H 3.6597 2.6982 4.7761
H 3.1412 3.6088 3.3545
H 4.7168 0.9764 3.2065
H 4.0367 1.8393 1.8478
H 2.5911 0.2247 3.8460
H -1.2807 1.0648 4.3502
H -2.6835 -0.0163 4.3295
H -2.8480 1.6478 3.7621
H -4.5243 0.4502 2.5842
H -6.1149 -0.3385 0.8461
H -5.2027 -1.2738 -1.2899
H -2.7501 -1.2340 -1.6467
O 3.3449 -0.9843 -1.3922
C 2.1660 -0.8295 -1.2921
O 1.4970 -0.8164 -0.1302
C 1.2382 -0.5986 -2.4527
C 1.6521 -0.8939 -3.7587
C 0.7755 -0.6623 -4.7763
C -0.4641 -0.0471 -4.4966
C -1.3815 0.3015 -5.5210
C -2.5268 0.9735 -5.2205
C -2.7985 1.3507 -3.8834
C -1.9481 1.0102 -2.8734
C -0.7763 0.2675 -3.1574
N 0.0638 -0.0921 -2.1314
H 2.6381 -1.3086 -3.9096
H 1.0267 -0.9128 -5.7995
H -1.1424 0.0424 -6.5447
H -3.2183 1.2491 -6.0050
H -3.6832 1.9350 -3.6659
H -2.1186 1.3466 -1.8610
Br -1.4784 -6.8115 0.0172
C 0.2908 -6.1675 0.0197
C 1.3227 -7.0944 -0.0804
C 2.6409 -6.6727 -0.0863
C 2.9452 -5.3221 0.0086
C 1.9259 -4.3908 0.1113
C 0.6021 -4.8198 0.1160
I -0.8756 -3.3758 0.2714
H 1.0816 -8.1456 -0.1537
H 3.4323 -7.4056 -0.1649
H 3.9743 -4.9894 0.0046
H 2.1549 -3.3359 0.1902
O -0.6345 2.6127 -0.3274
C -0.0009 1.7274 0.1509
*
```


[4]
The following is a DFT calculation (wB97M-V/def2-TZVPD) of a molecular structure, C27H23Cl4N7O2Sn.

Geometry as ORCA input:
```
! RIJCOSX wB97M-V def2-TZVPD def2/J DEFGRID3
* xyz 0 1
Sn 1.2377 0.1089 -0.8704
C -1.4680 2.3469 -3.8577
C -2.3879 3.0666 -3.1187
C -2.1812 3.2293 -1.7594
C -1.0585 2.6642 -1.1679
N -0.1814 1.9458 -1.8850
C -0.3854 1.7978 -3.1944
C -0.7724 2.8245 0.2911
C -1.7118 3.3256 1.1875
C -1.3535 3.4325 2.5207
C -0.0918 3.0332 2.9231
C 0.7847 2.5323 1.9642
N 0.4396 2.4462 0.6823
C 2.1560 2.0536 2.3104
C 2.4632 1.6157 3.5946
C 3.7473 1.1655 3.8566
C 4.6774 1.1668 2.8320
C 4.2745 1.6130 1.5810
N 3.0472 2.0456 1.3182
H -1.5818 2.1993 -4.9220
H -3.2569 3.5040 -3.5925
H -2.8819 3.8047 -1.1735
H 0.3521 1.2173 -3.7326
H -2.7012 3.6157 0.8673
H -2.0570 3.8259 3.2429
H 0.2105 3.1305 3.9562
H 1.7103 1.5992 4.3710
H 4.0121 0.8126 4.8448
H 5.6909 0.8246 2.9898
H 4.9676 1.6187 0.7470
Cl -0.0151 -3.0033 -6.8739
C 0.7502 -2.1201 -5.6044
C 2.0074 -1.5617 -5.7936
Cl 2.8224 -1.7471 -7.3029
C 2.6149 -0.8423 -4.7598
Cl 4.1706 -0.1254 -4.9642
C 1.9785 -0.6808 -3.5355
O 2.5109 0.0004 -2.5213
C 0.6977 -1.2576 -3.3431
O 0.1044 -1.0707 -2.1642
C 0.0994 -1.9609 -4.3779
Cl -1.4709 -2.6266 -4.0992
C 0.0428 -2.6192 1.0452
N -0.6620 -1.3315 1.0143
C -1.9647 -1.5442 0.3659
N -2.7707 -2.5367 1.0791
C -2.0150 -3.7927 1.1141
N -0.7128 -3.6386 1.7734
C -0.9450 -3.1473 3.1337
N -1.6734 -1.8728 3.1541
C -0.8925 -0.8964 2.3922
C -2.9498 -2.0744 2.4568
H 1.0146 -2.4794 1.5267
H 0.2041 -2.9532 0.0175
H -1.7947 -1.8698 -0.6621
H -2.5067 -0.5945 0.3467
H -1.8560 -4.1398 0.0917
H -2.5973 -4.5423 1.6536
H 0.0182 -3.0123 3.6307
H -1.5216 -3.8918 3.6862
H 0.0741 -0.7490 2.8827
H -1.4263 0.0584 2.3788
H -3.4990 -1.1301 2.4455
H -3.5371 -2.8128 3.0063
*
```

Energy above the lowest of the compared OMol25 structures with the same formula, charge and spin, kcal/mol: 0.0


[5]
The following is a DFT calculation (wB97M-V/def2-TZVPD) of a molecular structure, C27H23N2OPPmS2 at a distorted geometry.

Geometry as ORCA input:
```
! RIJCOSX wB97M-V def2-TZVPD def2/J DEFGRID3
* xyz 1 5
Pm 0.8081 1.4812 1.0480
S -0.3467 3.8353 1.5240
C -0.9277 3.5924 3.1932
C -1.3282 4.7521 3.8643
C -1.8047 4.7126 5.1605
C -1.8820 3.4999 5.8305
C -1.4924 2.3421 5.1846
C -1.0260 2.3662 3.8693
S -0.6302 0.7660 3.1656
H -1.2576 5.6943 3.3367
H -2.1132 5.6283 5.6478
H -2.2442 3.4572 6.8490
H -1.5480 1.3873 5.6921
O 2.1630 -0.0993 0.4543
P 1.5180 -0.9554 -0.6257
C 1.4416 -0.0333 -2.1785
C 1.6932 1.3408 -2.2122
C 1.6574 2.0238 -3.4175
C 1.3633 1.3424 -4.5893
C 1.1274 -0.0257 -4.5654
C 1.1786 -0.7150 -3.3654
C -0.1519 -1.4536 -0.1377
C -1.1611 -1.6838 -1.0731
C -2.3696 -2.2153 -0.6615
C -2.5772 -2.5235 0.6787
C -1.5726 -2.3078 1.6088
C -0.3528 -1.7869 1.2023
C 2.4510 -2.4613 -0.8794
C 3.8334 -2.3711 -0.7124
C 4.6209 -3.4929 -0.9051
C 4.0276 -4.6952 -1.2656
C 2.6513 -4.7846 -1.4268
C 1.8543 -3.6687 -1.2311
H 1.9795 1.8881 -1.3150
H 1.8691 3.0843 -3.4462
H 1.3375 1.8777 -5.5290
H 0.9236 -0.5590 -5.4841
H 1.0399 -1.7897 -3.3469
H -1.0109 -1.4229 -2.1123
H -3.1523 -2.3907 -1.3878
H -3.5233 -2.9386 0.9999
H -1.7324 -2.5401 2.6529
H 0.4492 -1.6721 1.9235
H 4.2714 -1.4251 -0.4185
H 5.6921 -3.4302 -0.7697
H 4.6435 -5.5722 -1.4151
H 2.1997 -5.7308 -1.6927
H 0.7777 -3.7410 -1.3313
N -2.2645 1.1713 0.4038
C -3.4371 1.4006 -0.1941
C -3.1702 1.7174 -1.5101
C -1.7798 1.6754 -1.6095
N -1.2284 1.3386 -0.4448
H -2.0734 0.9722 1.3878
H -4.3729 1.3150 0.3321
H -3.8790 1.9640 -2.2809
H -1.1623 1.8590 -2.4749
*
```


[6]
The following is a DFT calculation (wB97M-V/def2-TZVPD) of a molecular structure, C27H23N4O4ReS.

Geometry as ORCA input:
```
! RIJCOSX wB97M-V def2-TZVPD def2/J DEFGRID3
* xyz 1 4
Re -0.7909 -0.5207 0.0348
O -0.6544 -2.0137 1.3638
C -0.5761 -1.7410 2.6713
C 0.2867 -2.4936 3.4695
C 0.4030 -2.2182 4.8141
C -0.3690 -1.2207 5.4297
C -1.2712 -0.5235 4.6727
C -1.3732 -0.7560 3.2865
C -2.4472 -0.1918 2.5335
N -2.4582 -0.0807 1.2445
C -3.7491 -0.0968 0.5400
C -3.6570 -1.3441 -0.3362
N -2.4328 -1.1268 -1.1260
C -2.5395 -1.0248 -2.4146
C -1.5975 -0.3851 -3.2626
C -1.7041 -0.5537 -4.6651
C -0.9252 0.1797 -5.5130
C -0.0489 1.1381 -4.9655
C 0.0426 1.3539 -3.6116
C -0.7145 0.5784 -2.7268
O -0.5980 0.8053 -1.4266
H 0.8751 -3.2691 2.9958
H 1.1052 -2.7885 5.4090
H -0.2646 -1.0210 6.4869
H -1.9065 0.2281 5.1278
H -3.3686 0.0478 3.0637
H -3.8515 0.7933 -0.0804
H -4.5808 -0.1558 1.2406
H -4.5291 -1.4568 -0.9793
H -3.5422 -2.2290 0.2895
H -3.4622 -1.3858 -2.8698
H -2.4102 -1.2803 -5.0524
H -0.9915 0.0420 -6.5833
H 0.5724 1.7281 -5.6279
H 0.7278 2.0780 -3.1900
O 2.8169 0.1150 1.7436
C 1.8841 -0.2043 1.0589
O 0.6564 0.2826 1.1629
C 2.0229 -1.2602 -0.0111
C 3.1542 -2.0264 -0.1503
C 3.1832 -2.9873 -1.1481
C 2.0821 -3.1448 -1.9777
C 0.9717 -2.3537 -1.7693
N 0.9477 -1.4293 -0.7992
H 3.9819 -1.8510 0.5220
H 4.0566 -3.6129 -1.2784
H 2.0746 -3.8743 -2.7747
H 0.0847 -2.4437 -2.3820
S 2.7286 1.6783 -1.4585
C 2.3371 2.8637 -0.3339
N 3.0120 2.9452 0.8502
C 2.7784 3.8592 1.8270
C 1.8334 4.8131 1.6613
C 1.0907 4.7976 0.4568
C 1.3317 3.8627 -0.5027
H 3.6353 2.1720 1.0420
H 3.3896 3.7701 2.7134
H 1.6613 5.5515 2.4294
H 0.3189 5.5416 0.2985
H 0.7669 3.8403 -1.4226
*
```

Energy above the lowest of the compared OMol25 structures with the same formula, charge and spin, kcal/mol: 0.0


Per-record E_tot, Eh: -3840.10982 -3495.38553 -5755.92027 -3631.59255 -2973.43144 -2039.02537